Entry A
Here is one molecule with the formula C3H3NO from the Open Molecules 2025 dataset. Energies are from wB97M-V/def2-TZVPD.

* total charge: 0
* orbital gap: 9.077 eV
* molar mass: 69.06 g/mol

CARTESIAN COORDINATES (ANGSTROEM)
O  -0.58  0.63  -1.31
C  -0.25  0.55  0.35
C  -0.08  -0.91  0.24
C  0.57  0.12  -0.78
N  1.31  0.95  -0.08
H  -0.64  1.41  0.89
H  -0.94  -1.51  -0.08
H  0.62  -1.37  0.94

Here are the Löwdin charges for atoms 1 to 4, given in e: 0.038, -0.093, 0.030, -0.510



Entry B
Here is one molecule with the formula C3H3NO from the Open Molecules 2025 dataset. Energies are from wB97M-V/def2-TZVPD.

* total charge: 0
* orbital gap: 10.557 eV
* molar mass: 69.06 g/mol
* SMILES string: c1cocn1

CARTESIAN COORDINATES (ANGSTROEM)
C  0.11  0.48  -0.88
C  0.92  -0.37  -0.22
O  0.37  -0.57  1.03
C  -0.83  0.04  0.94
N  -1.02  0.74  -0.12
H  0.22  0.89  -1.88
H  1.83  -0.88  -0.48
H  -1.59  -0.45  1.52

Here are the Löwdin charges for atoms 1 to 4, given in e: -0.136, -0.099, 0.018, -0.222



Entry C
Here is one molecule with the formula C3H3NO from the Open Molecules 2025 dataset. Energies are from wB97M-V/def2-TZVPD.

* total charge: 0
* orbital gap: 11.266 eV
* molar mass: 69.06 g/mol
* SMILES string: c1cnoc1

CARTESIAN COORDINATES (ANGSTROEM)
C  0.50  0.60  -0.04
C  -0.93  0.60  -0.06
N  -1.41  -0.60  0.00
O  -0.39  -1.44  -0.04
C  0.75  -0.71  0.01
H  1.32  1.33  0.01
H  -1.58  1.47  0.12
H  1.74  -1.25  0.00

Here are the Löwdin charges for atoms 1 to 4, given in e: -0.057, -0.162, 0.024, -0.045



Entry D
Here is one molecule with the formula C3H3NO from the Open Molecules 2025 dataset. Energies are from wB97M-V/def2-TZVPD.

* total charge: 0
* orbital gap: 10.844 eV
* molar mass: 69.06 g/mol
* SMILES string: c1cnoc1

CARTESIAN COORDINATES (ANGSTROEM)
C  -0.48  -0.52  0.04
C  0.92  -0.63  -0.07
N  1.38  0.58  -0.01
O  0.39  1.41  -0.18
C  -0.76  0.84  -0.11
H  -1.24  -1.46  0.11
H  1.59  -1.40  0.16
H  -1.79  1.19  0.06

Here are the Löwdin charges for atoms 1 to 4, given in e: -0.079, -0.148, 0.030, -0.035



Most stable of them? entry B.



Entry A
Here is a 2-piece molecular cluster, C3H3NO overall from the Open Molecules 2025 dataset. Energies are from wB97M-V/def2-TZVPD.

* total charge: 0
* orbital gap: 10.303 eV
* molar mass: 69.06 g/mol
* SMILES string: C=C=O.C#N

CARTESIAN COORDINATES (ANGSTROEM)
C  -0.51  -1.39  0.12
C  -1.18  -0.26  0.15
O  -1.76  0.76  0.18
H  0.46  -1.39  -0.36
H  -0.91  -2.28  0.58
C  1.32  1.51  -0.19
N  2.10  0.69  -0.41
H  0.57  2.25  0.03

Here are the Löwdin charges for atoms 1 to 4, given in e: 0.003, -0.298, 0.132, 0.045



Entry B
Here is one molecule with the formula C3H3NO from the Open Molecules 2025 dataset. Energies are from wB97M-V/def2-TZVPD.

* total charge: 0
* orbital gap: 9.378 eV
* molar mass: 69.06 g/mol
* SMILES string: O=C[C@@H]1C=N1

CARTESIAN COORDINATES (ANGSTROEM)
O  -2.06  0.10  -0.74
C  -0.90  0.24  -0.31
C  0.51  -0.38  -0.71
C  0.87  -0.14  0.74
N  1.24  0.83  -0.01
H  -0.71  1.02  0.55
H  0.54  -1.25  -1.25
H  0.51  -0.43  1.73

Here are the Löwdin charges for atoms 1 to 4, given in e: 0.012, -0.255, -0.101, -0.143



Most stable of them? entry A.



Entry A
Here is a 2-piece molecular cluster, C2H3NO2 overall from the Open Molecules 2025 dataset. Energies are from wB97M-V/def2-TZVPD.

* total charge: 0
* orbital gap (spin up / spin down): 5.712 / 5.692 eV
* molar mass: 73.05 g/mol

CARTESIAN COORDINATES (ANGSTROEM)
C  -1.62  0.37  -0.23
C  -0.22  0.25  -0.09
N  -2.23  -2.39  0.43
O  -2.46  1.22  -0.36
O  -1.08  -2.63  0.65
H  0.17  1.29  0.30
H  -0.03  -0.51  0.62
H  0.41  -0.15  -0.83

Here are the Löwdin charges for atoms 1 to 4, given in e: -0.202, -0.070, 0.034, 0.115



Entry B
Here is one molecule with the formula C2H3NO2 from the Open Molecules 2025 dataset. Energies are from wB97M-V/def2-TZVPD.

* total charge: 0
* orbital gap (spin up / spin down): 7.564 / 7.562 eV
* molar mass: 73.05 g/mol

CARTESIAN COORDINATES (ANGSTROEM)
C  -0.06  0.25  0.05
C  1.17  -0.12  0.77
N  -0.80  0.16  -0.84
O  -3.03  -0.05  -1.16
O  -1.81  0.36  -1.61
H  1.09  0.58  1.65
H  1.32  -1.23  0.92
H  2.11  0.05  0.21

Here are the Löwdin charges for atoms 1 to 4, given in e: 0.011, -0.045, 0.108, -0.236



Entry C
Here is one molecule with the formula C2H3NO2 from the Open Molecules 2025 dataset. Energies are from wB97M-V/def2-TZVPD.

* total charge: 0
* orbital gap: 10.427 eV
* molar mass: 73.05 g/mol
* SMILES string: O=CNC=O

CARTESIAN COORDINATES (ANGSTROEM)
O  0.52  0.15  -2.23
C  0.12  0.32  -1.14
N  0.46  -0.50  0.06
C  -0.19  -0.08  1.17
O  -0.86  -0.68  2.19
H  -0.55  1.21  -0.78
H  1.02  -1.42  -0.06
H  -0.52  0.99  0.79

Here are the Löwdin charges for atoms 1 to 4, given in e: 0.109, -0.286, 0.053, -0.262



Most stable of them? entry C.



Entry A
Here is one molecule with the formula C2H3NO2 from the Open Molecules 2025 dataset. Energies are from wB97M-V/def2-TZVPD.

* total charge: 0
* orbital gap: 10.310 eV
* molar mass: 73.05 g/mol
* SMILES string: O=C1N[C@H]1O

CARTESIAN COORDINATES (ANGSTROEM)
O  2.38  0.18  0.06
C  1.13  -0.14  -0.01
N  0.21  -0.91  0.53
C  -0.24  0.25  -0.33
O  -0.97  1.17  0.38
H  0.15  -1.90  0.64
H  -0.71  0.05  -1.35
H  -1.94  1.30  0.10

Here are the Löwdin charges for atoms 1 to 4, given in e: 0.012, -0.385, 0.194, -0.258



Entry B
Here is one molecule with the formula C2H3NO2 from the Open Molecules 2025 dataset. Energies are from wB97M-V/def2-TZVPD.

* total charge: 0
* orbital gap: 11.272 eV
* molar mass: 73.05 g/mol
* SMILES string: O=CNC=O

CARTESIAN COORDINATES (ANGSTROEM)
O  2.24  -0.56  -0.03
C  1.27  0.16  -0.02
N  -0.01  -0.39  0.22
C  -1.34  0.09  0.00
O  -2.30  -0.55  -0.11
H  1.27  1.35  -0.49
H  0.22  -1.40  -0.01
H  -1.35  1.30  0.45

Here are the Löwdin charges for atoms 1 to 4, given in e: 0.034, -0.348, 0.049, -0.371



Most stable of them? entry B.



Entry A
Here is one molecule with the formula C2H3NO2 from the Open Molecules 2025 dataset. Energies are from wB97M-V/def2-TZVPD.

* total charge: 0
* orbital gap (spin up / spin down): 8.211 / 8.178 eV
* molar mass: 73.05 g/mol

CARTESIAN COORDINATES (ANGSTROEM)
C  0.89  0.61  0.48
C  0.11  0.05  -0.61
N  1.92  0.26  -1.58
O  2.68  0.73  -2.37
O  0.65  0.54  -1.79
H  0.46  0.32  1.43
H  0.41  -1.06  -0.57
H  -0.86  0.32  -0.60

Here are the Löwdin charges for atoms 1 to 4, given in e: 0.208, -0.322, -0.150, 0.066



Entry B
Here is one molecule with the formula C2H3NO2 from the Open Molecules 2025 dataset. Energies are from wB97M-V/def2-TZVPD.

* total charge: 0
* orbital gap: 10.501 eV
* molar mass: 73.05 g/mol
* SMILES string: O=CNC=O

CARTESIAN COORDINATES (ANGSTROEM)
O  0.00  1.31  -1.53
C  -0.53  1.06  -0.40
N  -0.40  -0.28  0.14
C  0.78  -1.01  0.28
O  1.21  -1.86  1.05
H  -1.28  1.60  0.19
H  -1.23  -0.43  0.83
H  1.44  -0.39  -0.57

Here are the Löwdin charges for atoms 1 to 4, given in e: -0.004, -0.208, 0.024, -0.326



Entry C
Here is one molecule with the formula C2H3NO2 from the Open Molecules 2025 dataset. Energies are from wB97M-V/def2-TZVPD.

* total charge: 0
* orbital gap: 10.261 eV
* molar mass: 73.05 g/mol
* SMILES string: C1=NOCO1

CARTESIAN COORDINATES (ANGSTROEM)
C  1.19  -0.35  -0.06
N  1.19  0.94  0.02
O  -0.11  1.30  -0.30
C  -0.95  0.07  0.03
O  0.03  -0.94  -0.29
H  1.98  -1.04  -0.09
H  -2.08  0.10  -0.53
H  -1.25  -0.08  1.21

Here are the Löwdin charges for atoms 1 to 4, given in e: -0.234, 0.063, -0.138, -0.119



Most stable of them? entry B.



Entry A
Here is one molecule with the formula C2H3NO2 from the Open Molecules 2025 dataset. Energies are from wB97M-V/def2-TZVPD.

* total charge: 0
* orbital gap: 9.558 eV
* molar mass: 73.05 g/mol
* SMILES string: O=C1N[C@H]1O

CARTESIAN COORDINATES (ANGSTROEM)
O  2.64  0.18  -0.04
C  0.98  0.07  -0.06
N  0.10  -0.82  0.30
C  -0.46  0.31  -0.43
O  -1.36  1.06  0.23
H  0.01  -1.76  0.29
H  -0.65  0.23  -1.47
H  -1.25  0.73  1.18

Here are the Löwdin charges for atoms 1 to 4, given in e: -0.262, -0.064, 0.180, -0.304



Entry B
Here is C2H3NO2 as an isolated structure from the Open Molecules 2025 dataset. Energies are from wB97M-V/def2-TZVPD.

* total charge: 0
* orbital gap: 9.992 eV
* molar mass: 73.05 g/mol

CARTESIAN COORDINATES (ANGSTROEM)
C  -0.54  0.19  0.22
C  1.38  0.01  -0.31
O  -1.68  0.10  -0.44
N  0.45  0.95  -0.32
O  0.97  -1.14  0.07
H  -2.38  -0.26  0.13
H  -0.60  -0.05  1.28
H  2.40  0.19  -0.64

Here are the Löwdin charges for atoms 1 to 4, given in e: -0.240, -0.340, 0.140, 0.084



Most stable of them? entry B.



Entry A
Here is one molecule with the formula C2H3NO2 from the Open Molecules 2025 dataset. Energies are from wB97M-V/def2-TZVPD.

* total charge: 0
* orbital gap (spin up / spin down): 8.871 / 8.872 eV
* molar mass: 73.05 g/mol
* SMILES string: O=CCN=O

CARTESIAN COORDINATES (ANGSTROEM)
O  1.80  1.06  0.19
C  0.99  0.40  -0.43
C  -0.01  -0.44  0.34
N  -1.35  -0.22  -0.41
O  -2.20  0.49  0.09
H  0.60  0.53  -1.53
H  0.17  -1.56  0.28
H  0.00  -0.26  1.48

Here are the Löwdin charges for atoms 1 to 4, given in e: 0.055, -0.273, -0.160, -0.055



Entry B
Here is one molecule with the formula C2H3NO2 from the Open Molecules 2025 dataset. Energies are from wB97M-V/def2-TZVPD.

* total charge: 0
* orbital gap (spin up / spin down): 7.752 / 8.014 eV
* molar mass: 73.05 g/mol
* SMILES string: C=[N+]([O-])C=O

CARTESIAN COORDINATES (ANGSTROEM)
C  0.29  1.14  0.07
N  -0.48  0.13  -0.26
O  -1.59  0.21  -0.82
C  -0.03  -1.15  0.02
O  1.20  -1.35  0.91
H  -0.05  2.14  -0.15
H  1.21  0.92  0.56
H  -0.55  -2.02  -0.32

Here are the Löwdin charges for atoms 1 to 4, given in e: 0.147, -0.356, -0.045, 0.065



Entry C
Here is one molecule with the formula C2H3NO2 from the Open Molecules 2025 dataset. Energies are from wB97M-V/def2-TZVPD.

* total charge: 0
* orbital gap (spin up / spin down): 7.769 / 7.919 eV
* molar mass: 73.05 g/mol

CARTESIAN COORDINATES (ANGSTROEM)
C  0.06  0.09  0.17
C  -0.63  -0.62  -0.88
N  0.31  0.14  1.50
O  0.62  -0.62  2.48
O  -0.15  -0.44  -2.09
H  0.20  1.10  -0.21
H  0.37  1.13  1.78
H  -0.78  -0.78  -2.75

Here are the Löwdin charges for atoms 1 to 4, given in e: -0.098, -0.080, -0.151, -0.058



Entry D
Here is one molecule with the formula C2H3NO2 from the Open Molecules 2025 dataset. Energies are from wB97M-V/def2-TZVPD.

* total charge: 0
* orbital gap: 10.991 eV
* molar mass: 73.05 g/mol
* SMILES string: O=CNC=O

CARTESIAN COORDINATES (ANGSTROEM)
O  0.55  -1.77  -1.34
C  0.21  -0.69  -0.92
N  0.04  -0.38  0.43
C  -0.36  0.90  0.77
O  -0.63  1.75  -0.06
H  -0.01  0.19  -1.53
H  0.23  -1.07  1.15
H  -0.40  1.10  1.85

Here are the Löwdin charges for atoms 1 to 4, given in e: 0.060, -0.294, 0.090, -0.315



Most stable of them? entry D.



Entry A
Here is C2H3NO2 as an isolated structure from the Open Molecules 2025 dataset. Energies are from wB97M-V/def2-TZVPD.

* total charge: 0
* orbital gap: 10.478 eV
* molar mass: 73.05 g/mol

CARTESIAN COORDINATES (ANGSTROEM)
C  0.75  -0.08  -0.56
C  -0.08  -1.08  -0.79
N  -0.42  0.62  0.12
O  -1.21  -0.57  -0.10
O  -0.03  0.91  1.40
H  1.66  0.58  -0.37
H  -0.09  -2.05  -1.34
H  -0.59  1.66  1.64

Here are the Löwdin charges for atoms 1 to 4, given in e: -0.014, -0.120, -0.182, -0.050



Entry B
Here is one molecule with the formula C2H3NO2 from the Open Molecules 2025 dataset. Energies are from wB97M-V/def2-TZVPD.

* total charge: 0
* orbital gap: 10.332 eV
* molar mass: 73.05 g/mol
* SMILES string: C1=NOCO1

CARTESIAN COORDINATES (ANGSTROEM)
C  1.13  -0.19  -0.01
N  0.30  -1.23  0.15
O  -1.01  -0.73  -0.16
C  -0.87  0.75  0.10
O  0.62  1.10  -0.08
H  2.08  -0.17  -0.18
H  -1.09  1.19  1.21
H  -1.52  1.29  -0.66

Here are the Löwdin charges for atoms 1 to 4, given in e: -0.155, 0.070, -0.142, -0.084



Entry C
Here is a 2-piece molecular cluster, C2H3NO2 overall from the Open Molecules 2025 dataset. Energies are from wB97M-V/def2-TZVPD.

* total charge: 0
* orbital gap: 10.899 eV
* molar mass: 73.05 g/mol

CARTESIAN COORDINATES (ANGSTROEM)
C  -2.39  1.17  0.87
C  1.00  -0.30  -0.65
N  1.11  -0.42  0.79
O  -3.04  1.17  -0.06
O  0.63  0.71  0.15
H  0.42  -1.02  1.14
H  2.04  -0.34  -1.03
H  0.24  -0.95  -1.22

Here are the Löwdin charges for atoms 1 to 4, given in e: 0.003, -0.242, 0.000, 0.018



Most stable of them? entry C.